Density functional theory data (ωB97M-V/def2-TZVPD) for a cluster of 2 separate species, C4H3NS in total in a non-equilibrium geometry.

Geometry as XYZ:
```
9
Properties=species:S:1:pos:R:3
C -1.01 -0.33 -0.08
C 1.79 0.88 0.00
C -0.67 0.93 0.01
C -0.63 -1.58 0.01
N -0.91 2.11 0.04
S 2.49 -0.49 0.06
H 0.37 -1.97 -0.04
H -1.28 -2.33 0.01
H -0.15 2.78 -0.02
```

## Properties
- ΔE to the lowest compared entry with this formula, charge and spin (eV) = 2.8569
- ⟨S²⟩ = 2.0222
- spin multiplicity = 3

***

Density functional theory data (ωB97M-V/def2-TZVPD) for a structure of composition C12H8AsN2S4Ti.

Geometry as XYZ:
```
28
Properties=species:S:1:pos:R:3
Ti 0.00 -2.12 0.08
S -0.03 -5.41 2.70
As -0.98 -4.79 0.97
S -1.76 -2.60 1.33
S 0.76 -4.07 -0.53
S -2.38 -5.77 -0.19
C -1.67 0.48 -3.07
C -1.09 -0.67 -2.50
N -0.38 -0.60 -1.38
C -0.21 0.59 -0.77
C -0.80 1.77 -1.23
C -1.55 1.68 -2.43
C -0.60 3.00 -0.53
C 0.20 3.05 0.55
C 0.87 1.88 1.01
C 1.79 1.89 2.09
C 2.42 0.73 2.46
C 2.09 -0.47 1.81
N 1.23 -0.51 0.81
C 0.65 0.65 0.39
H -2.23 0.39 -3.99
H -1.21 -1.65 -2.93
H -2.02 2.57 -2.83
H -1.11 3.89 -0.89
H 0.37 3.98 1.09
H 2.00 2.82 2.60
H 3.13 0.72 3.27
H 2.51 -1.42 2.12
```

## Properties
- ⟨S²⟩ = 0.7572
- spin multiplicity = 2

***

Density functional theory data (ωB97M-V/def2-TZVPD) for a structure of composition C4H4O2Yb in a non-equilibrium geometry.

Geometry as XYZ:
```
11
Properties=species:S:1:pos:R:3
O -1.86 -2.02 -1.98
C -1.43 -1.17 -1.33
C -0.72 -0.13 -0.90
C -0.37 0.05 0.51
C 0.96 -0.27 1.02
H -1.18 0.09 1.23
H 1.09 -0.54 2.07
H 1.72 -0.65 0.33
H -0.30 0.49 -1.71
Yb 1.46 3.04 -0.05
O 0.63 1.12 0.83
```

## Properties
- ΔE to the lowest compared entry with this formula, charge and spin (eV) = 1.2542
- ⟨S²⟩ = 0.7616
- net charge = +3
- spin multiplicity = 2

***

Density functional theory data (ωB97M-V/def2-TZVPD) for a structure of composition C7H14.

Geometry as XYZ:
```
21
Properties=species:S:1:pos:R:3
C -1.55 -1.13 -0.30
C -0.57 -0.10 -0.86
C -0.69 1.36 -0.61
C -1.33 1.73 0.70
C 0.83 0.07 -0.16
C 0.97 -0.64 1.19
C 1.98 -0.23 -1.12
H -1.26 -2.14 -0.60
H -2.55 -0.94 -0.71
H -1.64 -1.12 0.79
H -0.41 -0.31 -1.92
H 0.94 1.17 0.03
H -2.29 2.16 0.40
H -0.79 2.55 1.18
H -1.53 0.95 1.45
H 1.93 -0.39 1.64
H 0.92 -1.73 1.07
H 0.19 -0.35 1.89
H 1.85 0.33 -2.05
H 2.94 0.08 -0.67
H 2.04 -1.30 -1.35
```

## Properties
- ΔE to the lowest compared entry with this formula, charge and spin (eV) = 3.7106

***

Density functional theory data (ωB97M-V/def2-TZVPD) for a structure of composition C25H45InN2P3SSe in a non-equilibrium geometry.

Geometry as XYZ:
```
78
Properties=species:S:1:pos:R:3
In 0.14 -0.83 -1.06
P -1.19 2.00 -0.45
P -1.74 -1.80 0.49
P -1.30 -0.72 -3.30
H 4.91 -0.12 -0.17
C 5.09 0.11 -1.23
C 4.63 1.26 -1.76
H 3.95 1.93 -1.21
C -0.55 2.78 1.03
C -2.98 1.85 -0.28
C -0.90 3.08 -1.86
C -1.16 -3.44 1.01
C -2.08 -0.99 2.09
C -3.40 -2.12 -0.17
C -0.35 0.02 -4.67
C -2.98 -0.03 -3.58
C -1.48 -2.44 -3.87
H 5.76 -0.56 -1.77
H 5.03 1.63 -2.71
H 0.55 2.75 1.05
H -0.89 2.24 1.92
H -0.92 3.81 1.02
H -3.28 1.22 0.58
H -3.46 1.46 -1.20
H -3.31 2.90 -0.11
H 0.18 3.27 -1.96
H -1.45 4.00 -1.63
H -1.25 2.60 -2.79
H -1.97 -3.87 1.63
H -0.23 -3.34 1.60
H -0.96 -4.07 0.13
H -2.51 -1.76 2.75
H -2.81 -0.18 1.97
H -1.15 -0.59 2.52
H -3.89 -2.84 0.51
H -3.34 -2.55 -1.18
H -3.99 -1.19 -0.22
H -0.65 -0.47 -5.61
H 0.72 -0.12 -4.50
H -0.59 1.08 -4.73
H -3.33 -0.33 -4.58
H -2.96 1.07 -3.54
H -3.69 -0.41 -2.83
H -1.57 -2.43 -4.96
H -2.39 -2.87 -3.43
H -0.62 -3.04 -3.54
C 2.32 -2.87 -2.80
C 2.33 -4.12 -3.47
C 3.06 -4.28 -4.65
C 3.75 -3.19 -5.19
C 3.68 -1.92 -4.58
C 2.95 -1.76 -3.40
S 1.65 -2.83 -1.21
H -0.08 1.09 -0.76
H 1.76 -4.93 -3.04
H 3.07 -5.25 -5.15
H 4.30 -3.31 -6.13
H 4.17 -1.05 -5.03
H 2.87 -0.79 -2.91
C 1.80 3.10 3.70
N 1.17 1.99 4.38
C 1.02 0.73 3.85
Se 1.65 0.08 2.24
N 0.24 0.07 4.79
C -0.14 0.92 5.82
C -1.10 0.76 6.82
C -1.42 1.90 7.58
C -0.83 3.15 7.31
C 0.11 3.29 6.28
C 0.45 2.14 5.57
H 2.54 2.71 3.00
H 2.28 3.74 4.45
H 1.07 3.72 3.16
H -0.05 -0.90 4.69
H -1.56 -0.21 6.97
H -2.14 1.83 8.40
H -1.12 4.01 7.91
H 0.58 4.24 6.02
```

## Properties
- ΔE to the lowest compared entry with this formula, charge and spin (eV) = 0.3818
- net charge = +3

***

Density functional theory data (ωB97M-V/def2-TZVPD) for a cluster of 2 separate species, C4H14N2O2 in total in a non-equilibrium geometry.

Geometry as XYZ:
```
22
Properties=species:S:1:pos:R:3
C 0.07 -1.52 2.10
C 0.32 -1.14 0.57
C 1.72 -0.51 0.50
N 1.79 0.37 -0.63
N -0.98 -0.74 -0.12
C -1.56 0.56 0.28
O -0.74 1.67 0.38
H 1.00 -1.99 2.42
H -0.45 -0.72 2.78
H -0.65 -2.31 2.12
H 0.55 -2.09 -0.01
H 1.82 0.09 1.43
H 2.44 -1.40 0.52
H 2.08 0.09 -1.57
H 2.51 1.09 -0.51
H -0.81 -0.80 -1.08
H -1.93 0.42 1.29
H -2.26 0.85 -0.55
H 0.04 1.78 -0.17
O -0.61 1.01 -2.54
H -1.38 1.56 -2.21
H -1.14 0.20 -2.66
```

## Properties
- ΔE to the lowest compared entry with this formula, charge and spin (eV) = 2.4503
- structure (SMILES) = C[C@H](CN)NCO.O

***

Density functional theory data (ωB97M-V/def2-TZVPD) for the ion C3H8NOS with charge -1 in a non-equilibrium geometry.

Geometry as XYZ:
```
14
Properties=species:S:1:pos:R:3
N -0.49 -1.22 -0.71
C -0.39 -0.02 0.08
C -0.43 1.30 -0.79
O -1.41 1.20 -1.71
C 0.83 0.06 1.02
S 0.86 -1.28 2.28
H 0.31 -1.29 -1.35
H -1.29 -1.03 -1.31
H -1.33 0.03 0.65
H 0.59 1.32 -1.28
H -0.50 2.21 -0.16
H 0.76 0.98 1.59
H 1.71 -0.05 0.39
H 0.80 -2.22 1.30
```

## Properties
- ΔE to the lowest compared entry with this formula, charge and spin (eV) = 1.7015
- structure (SMILES) = N[C@H](C[O-])CS
- net charge = -1

***

Density functional theory data (ωB97M-V/def2-TZVPD) for a cluster of 2 separate species, C7H10O2 in total in a non-equilibrium geometry.

Geometry as XYZ:
```
19
Properties=species:S:1:pos:R:3
C -0.70 -1.30 1.43
C -1.37 -1.52 0.10
C -2.09 -0.26 -0.05
C -2.25 -0.94 1.30
C -2.62 -2.36 0.62
H -0.28 -2.06 2.04
H -0.15 -0.33 1.67
H -1.56 0.71 -0.02
H -2.94 -0.21 -0.71
H -3.63 -2.25 0.09
H -2.56 -3.23 1.39
C 3.13 2.59 -1.00
O 2.67 1.31 -1.39
C 1.61 0.57 -0.93
O 1.10 0.83 0.13
H 4.12 2.65 -1.71
H 3.51 2.54 0.05
H 2.50 3.49 -1.33
H 1.52 -0.22 -1.71
```

## Properties
- ΔE to the lowest compared entry with this formula, charge and spin (eV) = 5.1988
- structure (SMILES) = C1C23CC12C3.COC=O

***

Density functional theory data (ωB97M-V/def2-TZVPD) for a structure of composition C6H14 in a non-equilibrium geometry.

Geometry as XYZ:
```
20
Properties=species:S:1:pos:R:3
C 2.16 -0.01 -0.25
C 0.90 -0.50 0.44
C -1.02 0.18 -0.10
C -0.25 -1.04 -1.12
C -1.71 -0.25 1.15
C -0.68 1.61 -0.22
H 2.05 1.00 -0.64
H 2.47 -0.66 -1.08
H 2.99 0.00 0.48
H 0.99 -1.53 0.82
H 0.68 0.14 1.28
H 0.54 -1.83 -1.23
H -1.16 -1.63 -1.17
H -0.15 -0.49 -2.05
H -1.79 -1.34 1.25
H -2.74 0.14 1.10
H -1.27 0.14 2.09
H -0.13 1.86 -1.13
H -0.16 2.04 0.66
H -1.65 2.14 -0.29
```

## Properties
- ΔE to the lowest compared entry with this formula, charge and spin (eV) = 5.7960

***

Density functional theory data (ωB97M-V/def2-TZVPD) for a structure of composition C4H7NO2 in a non-equilibrium geometry.

Geometry as XYZ:
```
14
Properties=species:S:1:pos:R:3
C 0.97 -1.53 -0.72
C 1.07 0.02 0.61
O 1.01 1.13 -0.17
C -0.38 1.40 -0.43
C -1.07 0.69 0.71
N -2.27 0.79 1.05
O -0.10 -0.07 1.33
H 1.20 -2.53 -0.35
H 1.61 -1.26 -1.56
H -0.08 -1.44 -0.93
H 1.74 -0.88 0.40
H -0.69 0.99 -1.40
H -0.54 2.48 -0.40
H -2.47 0.19 1.85
```

## Properties
- ΔE to the lowest compared entry with this formula, charge and spin (eV) = 4.9140

***

Density functional theory data (ωB97M-V/def2-TZVPD) for a structure of composition C44H34N11RuS2Si in a non-equilibrium geometry.

Geometry as XYZ:
```
93
Properties=species:S:1:pos:R:3
Ru -0.71 0.54 1.07
C 2.24 -2.45 6.03
C 2.70 -1.17 6.35
C 2.22 -0.05 5.67
C 1.28 -0.26 4.68
C 0.62 0.68 3.75
N 0.83 1.95 3.75
C 0.32 2.78 2.81
C 0.28 4.22 2.94
C 0.66 5.09 3.96
C 0.47 6.44 3.75
C -0.07 6.93 2.55
C -0.45 6.07 1.53
C -0.27 4.71 1.74
C -0.56 3.56 0.92
N -1.12 3.63 -0.31
C -1.66 2.60 -0.89
N -1.85 1.35 -0.37
C -2.58 0.58 -1.25
N -3.07 -0.61 -1.06
C -2.82 -1.34 0.05
N -1.82 -1.15 0.95
C -1.81 -2.16 1.85
N -0.92 -2.35 2.85
C -0.18 -1.39 3.30
N -0.22 -0.06 2.95
C 0.81 -1.53 4.38
C 1.28 -2.65 5.04
C -2.88 -3.08 1.52
C -3.31 -4.27 2.11
C -4.39 -4.91 1.54
C -5.04 -4.38 0.41
C -4.61 -3.21 -0.18
C -3.52 -2.56 0.39
C -2.82 1.38 -2.46
C -3.45 1.07 -3.65
C -3.52 2.07 -4.61
C -2.98 3.34 -4.38
C -2.34 3.64 -3.18
C -2.27 2.64 -2.23
N -0.17 2.44 1.59
H 2.64 -3.30 6.57
H 3.44 -1.05 7.13
H 2.56 0.94 5.91
H 1.07 4.70 4.88
H 0.76 7.14 4.52
H -0.20 7.99 2.43
H -0.87 6.44 0.61
H 0.92 -3.64 4.79
H -2.81 -4.67 2.98
H -4.75 -5.83 1.97
H -5.89 -4.91 0.00
H -5.11 -2.79 -1.05
H -3.87 0.09 -3.81
H -4.01 1.87 -5.56
H -3.05 4.09 -5.15
H -1.91 4.61 -2.99
C 2.28 -3.23 -2.85
Si 2.99 -3.24 -1.12
C 2.04 -4.45 -0.05
C 4.79 -3.76 -1.23
C 2.94 -1.58 -0.24
C 4.03 -1.15 0.51
C 3.96 0.00 1.30
C 2.76 0.69 1.33
N 1.69 0.29 0.64
C 1.78 -0.79 -0.15
S 0.31 -1.10 -1.01
H 2.57 -4.16 -3.36
H 2.65 -2.39 -3.45
H 1.19 -3.19 -2.82
H 2.09 -5.47 -0.44
H 1.00 -4.15 0.00
H 2.44 -4.46 0.97
H 4.90 -4.59 -1.93
H 5.20 -4.08 -0.27
H 5.42 -2.94 -1.61
H 4.95 -1.71 0.49
H 4.80 0.35 1.87
H 2.64 1.58 1.93
C 0.03 2.81 -5.80
N -0.04 1.44 -5.36
C -0.52 0.39 -6.13
C -0.42 -0.73 -5.38
N 0.12 -0.35 -4.17
C 0.35 0.99 -4.14
S 0.99 1.85 -2.86
H 0.75 2.92 -6.61
H 0.35 3.41 -4.94
H -0.95 3.15 -6.13
H -0.88 0.53 -7.13
H -0.68 -1.75 -5.60
H 0.28 -0.92 -3.35
```

## Properties
- ΔE to the lowest compared entry with this formula, charge and spin (eV) = 0.1085
- ⟨S²⟩ = 8.8035
- spin multiplicity = 6

***

Density functional theory data (ωB97M-V/def2-TZVPD) for a cluster of 13 separate species, C42H90N6O19S2 in total in a non-equilibrium geometry.

Geometry as XYZ:
```
159
Properties=species:S:1:pos:R:3
C 3.09 4.66 4.85
C 4.29 3.66 4.96
O 4.89 3.29 4.00
N 4.64 3.36 6.25
C 5.63 2.32 6.53
H 2.41 4.66 5.71
H 2.52 4.46 3.94
H 3.46 5.69 4.86
H 4.13 3.96 6.90
H 6.12 2.56 7.47
H 6.45 2.12 5.85
H 4.99 1.44 6.59
C 6.19 -9.55 0.56
C 5.37 -8.34 0.84
O 5.19 -8.10 2.05
N 4.74 -7.58 -0.10
C 3.82 -6.52 0.24
H 6.92 -9.58 -0.26
H 5.50 -10.32 0.22
H 6.76 -9.88 1.43
H 4.58 -7.97 -1.02
H 4.38 -5.59 0.34
H 3.30 -6.63 1.20
H 3.11 -6.45 -0.58
C 6.28 -0.31 -1.38
C 7.13 -1.09 -0.38
O 8.07 -1.77 -0.66
N 6.54 -1.00 0.85
C 7.07 -2.01 1.86
H 6.45 0.76 -1.43
H 5.26 -0.56 -1.07
H 6.43 -0.66 -2.40
H 5.84 -0.37 1.23
H 6.82 -1.66 2.86
H 8.14 -2.14 1.68
H 6.51 -2.92 1.65
C 4.07 6.26 -1.31
C 3.20 7.48 -1.29
O 2.57 7.81 -0.31
N 3.06 8.07 -2.46
C 2.01 9.02 -2.80
H 4.67 6.23 -0.39
H 4.79 6.27 -2.13
H 3.56 5.30 -1.39
H 3.58 7.73 -3.26
H 2.53 9.98 -2.85
H 1.46 9.12 -1.87
H 1.37 8.74 -3.64
C -3.10 5.20 4.83
C -2.52 6.37 5.59
O -2.59 6.29 6.82
N -1.77 7.34 5.01
C -1.19 8.50 5.76
H -3.17 4.29 5.43
H -2.55 5.12 3.89
H -4.18 5.34 4.74
H -1.80 7.37 4.00
H -1.12 9.42 5.17
H -0.17 8.41 6.13
H -1.80 8.79 6.62
C 4.30 -1.34 -8.63
C 3.75 -0.34 -7.64
O 3.64 -0.52 -6.43
N 3.41 0.87 -8.12
C 2.89 1.91 -7.36
H 3.61 -2.16 -8.85
H 5.19 -1.92 -8.37
H 4.53 -0.94 -9.62
H 3.44 1.04 -9.12
H 1.83 1.82 -7.12
H 3.07 2.85 -7.87
H 3.44 1.84 -6.42
C -0.91 -3.97 -6.70
C 0.21 -4.99 -6.35
O 0.73 -5.24 -7.63
S -0.40 -5.10 -8.88
O -0.74 -6.40 -9.45
O 0.04 -4.02 -9.77
O -1.50 -4.55 -7.84
H -0.42 -3.04 -6.99
H -1.60 -3.79 -5.87
H -0.17 -5.86 -5.83
H 1.10 -4.60 -5.84
C -1.44 -9.63 -0.42
C -1.65 -8.95 0.94
O -1.78 -7.59 0.62
S -2.75 -7.38 -0.73
O -2.29 -6.33 -1.63
O -4.16 -7.40 -0.42
O -2.37 -8.95 -1.24
H -1.64 -10.69 -0.53
H -0.42 -9.41 -0.74
H -0.77 -8.99 1.58
H -2.57 -9.19 1.46
C -0.42 1.29 -0.32
C -0.03 0.45 -1.56
C -0.32 -0.94 -1.00
O 0.06 -0.78 0.37
C 0.11 0.57 0.88
H -1.47 1.54 -0.18
H 0.00 2.28 -0.47
H 0.98 0.56 -1.96
H -0.67 0.73 -2.40
H 0.26 -1.70 -1.52
H -1.37 -1.20 -1.18
H 1.10 1.00 0.98
H -0.50 0.74 1.76
C -7.08 0.34 -4.54
C -5.78 0.72 -3.97
C -6.25 0.75 -2.49
O -7.64 1.24 -2.45
C -8.23 1.08 -3.70
H -7.20 -0.73 -4.38
H -7.06 0.60 -5.60
H -5.46 1.75 -4.14
H -4.98 -0.01 -4.13
H -5.58 1.36 -1.89
H -6.01 -0.23 -2.10
H -8.34 2.04 -4.19
H -9.19 0.57 -3.72
C -3.18 7.35 -1.94
C -4.42 6.72 -2.56
C -5.57 7.40 -1.85
O -5.03 7.90 -0.68
C -3.65 7.73 -0.56
H -3.07 8.25 -2.55
H -2.25 6.81 -2.10
H -4.52 5.70 -2.18
H -4.38 6.52 -3.63
H -6.50 6.85 -1.70
H -5.97 8.24 -2.42
H -3.53 6.90 0.13
H -3.21 8.62 -0.10
C -6.75 -1.77 3.44
C -7.44 -0.96 4.56
C -6.74 -1.51 5.84
O -5.36 -1.43 5.45
C -5.38 -1.83 3.99
H -6.77 -1.29 2.46
H -7.27 -2.73 3.42
H -8.49 -1.24 4.64
H -7.43 0.11 4.37
H -7.15 -2.47 6.16
H -6.73 -0.87 6.73
H -5.06 -2.87 3.96
H -4.60 -1.18 3.59
C 0.07 -3.32 5.81
C 1.58 -3.34 5.64
C 1.89 -4.76 6.10
O 0.92 -5.04 7.08
C -0.33 -4.46 6.78
H -0.41 -3.59 4.87
H -0.42 -2.39 6.09
H 2.01 -2.54 6.24
H 1.97 -3.29 4.62
H 2.74 -4.98 6.74
H 1.81 -5.58 5.39
H -0.79 -3.97 7.64
H -1.07 -5.12 6.33
```

## Properties
- ΔE to the lowest compared entry with this formula, charge and spin (eV) = 2.3172

***

Number 1: electronic energy -606.869691 Ha. Number 2: electronic energy -5249.711962 Ha. Number 3: electronic energy -1462.646946 Ha. Number 4: electronic energy -274.979884 Ha. Number 5: electronic energy -5101.946051 Ha. Number 6: electronic energy -420.715054 Ha. Number 7: electronic energy -647.277017 Ha. Number 8: electronic energy -423.008866 Ha. Number 9: electronic energy -236.798404 Ha. Number 10: electronic energy -361.700271 Ha. Number 11: electronic energy -3480.348545 Ha. Number 12: electronic energy -4208.485127 Ha.